Entry 1:
The following is a quantum chemistry calculation of a 11-piece molecular cluster, H22O11 overall, from OMol25.

Energy relative to the best compared isomer or geometry (same formula, charge and spin): 105.1 kcal per mole
SMILES string: O.O.O.O.O.O.O.O.O.O.O
Frontier orbital gap: 10.088 eV
Multiplicity: 1
Electronic energy: -840.71270 a.u.

```
33
Properties=species:S:1:pos:R:3:lowdin_charge:R:1
O 0.7651 1.2079 0.3257 -0.04
H 0.2228 1.9813 0.1343 0.00
H 0.1511 0.4681 0.2571 0.03
O 0.8117 -1.2360 2.6612 -0.08
H 1.0453 -0.4124 2.2184 0.04
H 0.8367 -1.8953 1.9586 0.04
O 2.2793 -1.5720 -0.9884 -0.07
H 1.4623 -1.4113 -0.5031 0.00
H 2.6423 -0.6912 -1.1348 0.05
O -4.7135 2.8866 0.4625 -0.06
H -4.2596 3.0961 1.2866 0.03
H -4.0352 2.4672 -0.0788 0.02
O 3.7417 3.3348 -0.9384 -0.06
H 3.3301 3.5837 -1.7737 0.03
H 4.0884 4.1645 -0.5914 0.03
O -3.7319 -0.4218 -1.1310 -0.06
H -2.9448 -0.5050 -0.5810 0.00
H -3.5987 -1.0709 -1.8308 0.04
O 0.0290 4.1400 -0.3572 -0.04
H -0.6349 3.7107 -0.9086 0.04
H -0.2311 3.9129 0.5427 0.04
O 2.8181 -1.0200 3.0412 -0.08
H 2.4408 -1.5410 2.3234 0.01
H 3.7637 -1.0142 2.8548 0.05
O -0.8501 -3.3475 -1.0420 -0.06
H -0.1421 -3.1909 -0.4069 0.01
H -0.4228 -3.8379 -1.7533 0.03
O -2.9540 -1.7805 1.5066 -0.05
H -2.4731 -2.5688 1.7829 0.04
H -2.8497 -1.1710 2.2459 0.04
O 1.0402 -2.2120 -2.8316 -0.07
H 0.7416 -1.4172 -3.2878 0.05
H 1.6315 -2.6369 -3.4632 0.05
```

Entry 2:
The following is a quantum chemistry calculation of a 11-piece molecular cluster, H22O11 overall, from OMol25.

Energy relative to the best compared isomer or geometry (same formula, charge and spin): 72.9 kcal per mole
SMILES string: O.O.O.O.O.O.O.O.O.O.O
Frontier orbital gap: 9.703 eV
Multiplicity: 1
Electronic energy: -840.76399 a.u.

```
33
Properties=species:S:1:pos:R:3:lowdin_charge:R:1
O 0.2492 0.6469 0.4322 -0.05
H 0.6369 -0.0987 -0.0399 0.01
H -0.6439 0.3521 0.6431 0.03
O 4.1136 -1.8661 -3.2180 -0.03
H 3.5517 -1.7021 -2.4523 -0.01
H 4.8040 -2.4486 -2.8818 0.05
O 0.0960 -0.8192 4.7459 -0.06
H -0.6181 -0.2125 4.9718 0.03
H -0.0991 -1.0840 3.8399 0.02
O -4.5786 1.4856 -0.3958 -0.08
H -4.9726 1.6235 0.4730 0.00
H -3.6636 1.2512 -0.2038 -0.01
O -2.2088 2.7187 -0.8078 -0.06
H -1.7762 3.5796 -0.7824 0.05
H -2.1677 2.4086 0.1039 0.02
O 1.2338 -3.9694 1.1648 -0.05
H 0.4870 -4.5518 0.9853 0.05
H 0.8266 -3.1148 1.3456 0.03
O 3.2192 -1.3430 0.1922 -0.03
H 3.6209 -1.7322 -0.5928 0.02
H 3.2111 -0.3972 0.0070 0.03
O 1.1264 -2.5124 -1.6943 -0.05
H 1.7433 -2.3545 -2.4179 0.02
H 1.6944 -2.6997 -0.9385 -0.01
O 3.9892 2.2148 -0.0746 -0.05
H 4.0436 2.6731 0.7715 0.04
H 3.0879 1.8743 -0.0994 0.02
O -4.4572 2.7310 1.9880 -0.04
H -4.8824 3.4546 2.4619 0.06
H -3.8412 2.3602 2.6299 0.05
O -2.7813 0.7539 -2.6138 -0.06
H -1.8509 0.5925 -2.8071 0.03
H -3.2041 -0.0985 -2.7676 0.04
```

Entry 3:
The following is a quantum chemistry calculation of a 11-piece molecular cluster, H22O11 overall, from OMol25.

Energy relative to the best compared isomer or geometry (same formula, charge and spin): 94.7 kcal per mole
SMILES string: O.O.O.O.O.O.O.O.O.O.O
Frontier orbital gap: 10.122 eV
Multiplicity: 1
Electronic energy: -840.72920 a.u.

```
33
Properties=species:S:1:pos:R:3:lowdin_charge:R:1
O -1.4831 -0.0693 0.0879 -0.04
H -0.6520 0.3413 0.3519 0.03
H -1.9709 -0.1634 0.9138 0.07
O 0.4966 -2.4070 -0.9283 -0.10
H 0.9440 -2.6661 -1.7417 0.07
H -0.1827 -3.0804 -0.8095 0.03
O 2.2338 2.4260 -1.9662 -0.06
H 1.7633 3.1108 -2.4548 0.05
H 2.9171 2.1290 -2.5777 0.05
O 1.6072 -2.0282 3.6844 -0.05
H 1.8001 -1.6039 4.5280 0.04
H 2.1513 -1.5476 3.0504 0.02
O 3.9782 1.8591 -0.3707 -0.08
H 3.3359 1.7311 0.3364 0.00
H 3.9644 1.0253 -0.8539 0.02
O -5.8428 1.2139 -0.5749 -0.06
H -6.1769 1.7685 0.1391 0.03
H -6.3732 0.4113 -0.5163 0.03
O -2.0311 2.4422 2.4585 -0.06
H -2.0817 3.0583 1.7191 0.04
H -2.3644 2.9478 3.2084 0.03
O 1.6657 1.2427 0.2497 -0.07
H 1.7051 0.8876 1.1449 0.08
H 1.0423 0.6648 -0.2046 0.05
O -1.4094 -2.5628 0.2289 -0.09
H -1.0813 -1.8099 -0.2755 -0.02
H -2.3310 -2.6428 -0.0419 0.07
O 2.6714 -1.2523 -0.3881 -0.04
H 2.6050 -0.3229 -0.6347 0.00
H 2.5603 -1.2494 0.5693 0.03
O -1.1520 -1.5922 -3.0255 -0.06
H -0.6341 -1.4767 -2.2208 -0.02
H -1.6752 -0.7849 -3.0856 0.04
```

Entry 4:
The following is a quantum chemistry calculation of a 11-piece molecular cluster, H22O11 overall, from OMol25.

Energy relative to the best compared isomer or geometry (same formula, charge and spin): 81.2 kcal per mole
SMILES string: O.O.O.O.O.O.O.O.O.O.O
Frontier orbital gap: 10.284 eV
Multiplicity: 1
Electronic energy: -840.75079 a.u.

```
33
Properties=species:S:1:pos:R:3:lowdin_charge:R:1
O 0.4977 -0.0335 -0.3878 -0.07
H 0.2562 0.8956 -0.4737 0.04
H 0.0565 -0.3167 0.4210 0.01
O -1.4804 4.7070 -3.2809 -0.06
H -0.8049 4.0200 -3.2530 0.03
H -1.8354 4.6506 -4.1752 0.04
O 0.1586 -2.4481 -0.2431 -0.06
H -0.6852 -2.1025 0.0690 0.02
H -0.0067 -2.6726 -1.1658 0.06
O 2.9111 4.4294 -1.2715 -0.06
H 3.4045 4.2073 -0.4738 0.04
H 2.0281 4.0803 -1.1059 0.02
O 0.6133 1.5378 1.6258 -0.04
H -0.3247 1.3563 1.4985 0.04
H 1.0327 0.6740 1.5422 0.00
O 1.3014 -4.3455 1.2202 -0.07
H 1.1999 -4.9669 1.9500 0.03
H 0.9155 -4.8047 0.4658 0.03
O -2.7088 1.1625 -1.2467 -0.05
H -2.0106 0.5308 -1.4529 0.04
H -2.4572 1.9566 -1.7317 0.06
O 3.9796 -2.5577 -0.8990 -0.06
H 3.6090 -2.0316 -1.6165 0.03
H 4.7738 -2.0763 -0.6412 0.03
O -3.9631 -0.3075 2.1700 -0.06
H -4.0825 0.3225 1.4504 0.02
H -3.1661 -0.7922 1.9275 0.02
O -3.2705 -1.2612 -0.6616 -0.06
H -3.4765 -0.3199 -0.6393 -0.02
H -4.1106 -1.6898 -0.4628 0.05
O 2.2298 -0.7444 3.2172 -0.04
H 1.4905 -0.3419 2.7477 -0.01
H 2.0444 -1.6895 3.1803 0.04
```

Entry 5:
The following is a quantum chemistry calculation of a 11-piece molecular cluster, H22O11 overall, from OMol25.

Energy relative to the best compared isomer or geometry (same formula, charge and spin): 97.2 kcal per mole
SMILES string: O.O.O.O.O.O.O.O.O.O.O
Frontier orbital gap: 9.651 eV
Multiplicity: 1
Electronic energy: -840.72523 a.u.

```
33
Properties=species:S:1:pos:R:3:lowdin_charge:R:1
O 0.0940 0.3888 0.4944 -0.06
H 0.2834 1.3407 0.5013 0.07
H -0.2411 0.2885 -0.3711 0.00
O -2.7115 -1.8197 -4.1505 -0.09
H -2.7527 -1.8001 -3.1354 0.06
H -3.6077 -1.9499 -4.4932 0.03
O 0.6483 2.0874 -2.2575 0.01
H 0.4050 2.9369 -2.4694 -0.01
H -0.2060 1.6554 -2.0982 0.02
O -3.4909 -3.0195 0.0625 -0.08
H -3.6475 -2.9397 -0.8777 0.01
H -2.7370 -2.4468 0.3881 0.07
O 1.7106 -3.2498 0.6745 -0.03
H 1.2766 -4.0036 1.0185 0.01
H 1.0867 -2.7439 0.1635 0.02
O 2.0439 1.3420 3.4091 -0.03
H 2.7337 1.9869 3.1909 0.06
H 1.7984 1.5076 4.2955 0.02
O 2.2667 0.3643 0.1007 -0.06
H 1.7625 -0.3433 0.5045 0.01
H 3.0642 0.4459 0.5961 0.03
O 0.5392 -1.3776 3.1044 -0.10
H 0.8179 -0.4522 3.0870 -0.02
H -0.2798 -1.4189 3.7109 0.08
O -2.5515 3.0837 -2.7828 -0.09
H -3.4366 2.7268 -2.5796 0.05
H -1.7879 2.5331 -2.3998 0.04
O -1.5370 2.2471 3.3115 -0.06
H -1.3433 2.6009 4.1968 0.04
H -2.4925 2.3173 3.2590 0.03
O 4.2814 -0.5521 -2.5863 -0.03
H 4.6045 -0.9736 -3.4067 0.05
H 3.4060 -0.7627 -2.4610 -0.03
```

Entry 6:
The following is a quantum chemistry calculation of H22O11Xe as an isolated structure, from OMol25.

Energy relative to the best compared isomer or geometry (same formula, charge and spin): 15.3 kcal per mole
Frontier orbital gap: 10.607 eV
Multiplicity: 1
Electronic energy: -1170.18241 a.u.

```
34
Properties=species:S:1:pos:R:3:lowdin_charge:R:1
Xe -7.9275 20.9671 -9.2187 0.31
O -7.7805 25.0088 -7.9549 -0.05
H -7.0384 24.6035 -8.4035 0.04
H -8.4408 25.1229 -8.6384 0.01
O -9.9562 22.2004 -12.4482 -0.04
H -9.0717 22.5661 -12.4373 0.04
H -9.8983 21.4499 -13.0395 0.06
O -3.9495 22.2370 -8.1687 -0.06
H -4.3900 22.3086 -7.3219 0.03
H -4.0834 21.3267 -8.4327 -0.03
O -5.5941 22.2414 -11.6981 -0.08
H -6.2766 22.7244 -12.1641 0.02
H -5.5798 22.6300 -10.8234 -0.01
O -11.6387 21.9728 -10.0624 -0.06
H -12.4392 21.7507 -10.5378 0.07
H -10.9478 21.9326 -10.7237 -0.01
O -11.6692 19.9320 -7.8131 -0.07
H -11.3298 19.0908 -8.1189 0.03
H -11.3811 20.5616 -8.4741 -0.03
O -7.3617 23.4706 -5.7029 -0.06
H -7.5744 23.8085 -6.5728 -0.02
H -6.8403 24.1633 -5.2973 0.04
O -10.0790 24.3409 -9.6351 -0.06
H -10.4940 24.9655 -9.0401 0.05
H -10.7051 23.6199 -9.7010 -0.01
O -4.6527 19.5989 -8.9432 -0.08
H -4.2945 19.4735 -8.0644 0.07
H -3.9427 19.3404 -9.5308 0.08
O -7.2816 20.5315 -5.0247 -0.07
H -7.4195 21.3735 -5.4585 -0.03
H -7.9060 20.5303 -4.2991 0.03
O -6.4169 17.3111 -9.1113 -0.08
H -5.6657 16.7212 -9.0478 0.02
H -6.0314 18.1854 -9.1672 -0.05
```

Entry 7:
The following is a quantum chemistry calculation of H22O11Xe as an isolated structure, from OMol25.

Energy relative to the best compared isomer or geometry (same formula, charge and spin): 0.3 kcal per mole
Frontier orbital gap: 9.793 eV
Multiplicity: 1
Electronic energy: -1170.20616 a.u.

```
34
Properties=species:S:1:pos:R:3:lowdin_charge:R:1
Xe -1.3932 -0.1519 -0.1069 0.32
O 1.7907 2.2347 0.5285 -0.06
H 2.2276 2.0832 1.3665 0.06
H 2.1242 1.5442 -0.0444 -0.01
O -0.4504 -3.3738 -1.6997 -0.06
H -1.0255 -3.5454 -2.4453 0.07
H 0.1939 -4.0812 -1.7258 0.05
O -0.2212 -2.0825 3.0392 -0.07
H 0.6096 -1.8553 2.6215 -0.03
H -0.5509 -1.2529 3.3846 0.05
O 2.1643 -1.3107 1.8855 -0.05
H 2.5807 -2.1478 2.0904 0.06
H 1.7334 -1.4568 1.0433 -0.02
O 1.6834 -1.9381 -0.6556 -0.07
H 2.3653 -2.5577 -0.9150 0.09
H 0.8782 -2.2979 -1.0275 -0.01
O -1.5675 3.0995 1.4525 -0.10
H -1.1538 3.1010 0.5894 -0.05
H -2.4724 2.8366 1.2845 -0.03
O 2.6975 0.4326 -1.4155 -0.05
H 2.3486 -0.4313 -1.1958 -0.02
H 2.1522 0.7340 -2.1421 0.01
O 0.7874 1.7849 -3.4939 -0.05
H 1.1111 2.6264 -3.8151 0.05
H 0.1960 2.0132 -2.7767 0.00
O -4.4178 2.3978 0.8086 -0.05
H -5.0770 3.0615 0.6055 0.05
H -4.8869 1.5659 0.7435 0.04
O -0.1837 3.4445 -1.0005 -0.07
H -0.0139 4.3683 -0.8161 0.06
H 0.4507 2.9717 -0.4617 -0.02
O -1.7958 -4.1155 1.6879 -0.06
H -1.6232 -4.3676 0.7808 0.00
H -1.2617 -3.3332 1.8253 -0.03
```

Entry 8:
The following is a quantum chemistry calculation of a 11-piece molecular cluster, H23O11 overall, from OMol25.

Energy relative to the best compared isomer or geometry (same formula, charge and spin): 155.2 kcal per mole
Frontier orbital gap: 10.991 eV
Multiplicity: 1
Total charge: +1
Electronic energy: -841.03481 a.u.

```
34
Properties=species:S:1:pos:R:3:lowdin_charge:R:1
O 1.7167 -0.2852 -3.8157 -0.01
H 2.0464 -1.0757 -4.1110 -0.01
H 1.5364 0.3016 -4.5668 0.07
O -0.5071 1.2836 3.6105 -0.02
H -0.3064 2.0761 4.1607 0.09
H 1.5500 1.9432 0.8092 0.25
O 3.7617 0.4457 -0.1532 0.03
H 1.1409 0.4698 1.6803 0.08
H -1.4622 2.5594 -1.7688 0.04
O -1.7616 0.1810 -2.7311 0.05
H -1.1218 0.1264 -2.0235 0.00
H -2.6972 0.4569 1.4467 0.08
O -2.2888 -2.4287 1.0343 0.07
H -3.0320 -2.1224 1.6180 0.10
H -2.5008 -0.2674 -2.6534 -0.04
O 0.3246 -0.8185 1.8130 0.10
H -0.0171 -0.7136 2.6374 0.02
H 4.2103 -0.2337 0.2571 0.04
O 0.2892 -4.4155 -0.0421 -0.13
H 4.0177 0.4577 -1.0621 0.08
O -2.6028 1.4791 1.5904 -0.07
H -3.2466 1.8152 0.9806 0.03
H -1.3593 1.5665 3.4915 -0.03
O 1.0104 0.3084 -1.0333 -0.02
H -0.0111 -4.6617 0.9622 0.12
H 0.4958 0.4343 -1.7997 -0.01
O 1.9264 1.0676 1.3486 0.08
H 0.6657 -0.5112 -0.6225 0.07
H 2.2590 0.3859 0.5684 0.13
O -1.6919 3.5112 -1.5225 -0.06
H -1.0093 3.7559 -2.1161 0.00
H 0.0170 -1.5172 1.4064 -0.02
H -2.6835 -2.6229 0.3702 -0.13
H 0.0938 -5.2527 -0.4560 0.01
```